2 unconnected molecules or ions with the total composition C4H10NO2S at a distorted geometry. Source: OMol25; level of theory: wB97M-V/def2-TZVPD.

```
18
Properties=species:S:1:pos:R:3
C -0.23141 2.47728 0.45618
N -1.18375 1.57285 -0.13112
C -0.65528 0.27537 -0.59924
C -1.59785 -0.83194 -0.17611
S -1.72309 -0.85655 1.67182
C 0.71431 -0.13907 -0.14436
O 1.34499 -0.94254 -0.80882
H 0.17266 2.13056 1.40895
H -0.74349 3.41904 0.66788
H 0.56277 2.69820 -0.26120
H -1.81853 1.29994 0.62432
H -0.59999 0.35642 -1.68468
H -1.21792 -1.80220 -0.51909
H -2.61619 -0.71947 -0.56358
H 1.23538 0.21842 0.75666
H 4.64292 -0.00890 -1.39704
H 3.59053 -1.02854 -1.14712
O 4.30093 -0.82626 -1.77728
```

Its frontier orbital gap is 6.29 eV. For the HOMO energy, the calculation gives -0.1093 Eh. The calculation puts the electronic energy at -20730.9850 eV. As for the strongest force on any atom: 1.30 eV Å⁻¹. The total charge is -1. The energy above the lowest of the compared OMol25 structures with the same formula, charge and spin is 45.03 kcal per mole.


A single C27H26N4O4 molecule at a distorted geometry. Source: OMol25; level of theory: wB97M-V/def2-TZVPD.

```
61
Properties=species:S:1:pos:R:3
N 1.55828 3.20486 -1.09784
C 1.20725 2.58183 -0.19454
C 0.91759 1.80407 0.92986
C -0.28804 1.31312 1.31739
C -1.60826 1.40388 0.79912
C -2.62301 0.64203 1.36095
N -3.79231 0.83322 0.71768
C -5.01228 0.14083 1.03599
C -4.75895 -1.36092 1.25828
O -4.97575 -1.85612 2.34739
N -4.29478 -2.06804 0.21271
C -3.99952 -1.59106 -1.11958
C -2.49489 -1.67085 -1.38932
C -2.01010 -3.10500 -1.19291
C -2.39181 -3.59323 0.20231
C -3.89780 -3.44990 0.41486
C -3.59437 1.75489 -0.28460
C -4.50608 2.28059 -1.19042
C -4.04582 3.21054 -2.09798
C -2.71075 3.61117 -2.09500
C -1.80252 3.09479 -1.19514
C -2.23133 2.14245 -0.27355
C 2.09087 1.42404 1.78551
O 1.97911 0.65100 2.71867
N 3.25786 2.02081 1.45594
C 4.50856 1.67705 2.09900
C 5.39005 0.88079 1.17068
C 6.60859 1.37688 0.73904
C 7.42186 0.66661 -0.14256
C 6.95670 -0.54857 -0.57865
C 5.72559 -1.05321 -0.15279
C 4.92730 -0.36127 0.72073
O 5.50896 -2.27276 -0.73755
C 6.64015 -2.52244 -1.54315
O 7.54041 -1.44086 -1.43850
H -0.21907 0.69814 2.21204
H -2.55889 -0.03990 2.18880
H -5.43275 0.52276 1.97382
H -5.74486 0.29372 0.24142
H -4.35671 -0.57455 -1.26757
H -4.52476 -2.24199 -1.83050
H -2.29288 -1.33144 -2.40593
H -1.96628 -1.00841 -0.70129
H -0.92863 -3.15445 -1.32511
H -2.47118 -3.75131 -1.94379
H -2.10628 -4.63731 0.33297
H -1.86660 -3.00056 0.95376
H -4.18082 -3.73270 1.42954
H -4.44068 -4.08003 -0.29802
H -5.54558 1.98621 -1.18301
H -4.72954 3.63935 -2.81486
H -2.38191 4.34743 -2.81235
H -0.78100 3.42971 -1.21241
H 3.30698 2.59240 0.62588
H 4.24506 1.08352 2.97953
H 5.01474 2.59255 2.41815
H 6.94617 2.33794 1.09625
H 8.37134 1.05232 -0.47284
H 3.98191 -0.75614 1.05392
H 7.13524 -3.44796 -1.20740
H 6.32627 -2.64052 -2.59302
```

Its frontier orbital gap is 7.91 eV. For the HOMO energy, the calculation gives -0.2982 Eh. The calculation puts the electronic energy at -42571.8215 eV. Its SMILES is N#C/C(=C\c1cn(CC(=O)N2CCCCC2)c2ccccc12)C(=O)NCc1ccc2c(c1)OCO2. As for the strongest force on any atom: 1.43 eV Å⁻¹. The total charge is 0. The energy above the lowest of the compared OMol25 structures with the same formula, charge and spin is 69.08 kcal per mole.


A molecular structure, C27H39ClN7S2SbSe4Ti at a distorted geometry. Source: OMol25; level of theory: wB97M-V/def2-TZVPD.

```
82
Properties=species:S:1:pos:R:3
Ti -0.37030 1.47268 2.08445
Se -2.15608 4.28572 4.56089
Sb -2.60714 2.06285 3.52945
Se -0.26606 0.51882 4.28989
Se -3.41289 2.83441 1.02265
Se -4.54583 1.01322 4.57316
N -0.31828 1.16678 0.05799
S 0.62528 1.33888 -1.20376
C -0.29818 2.25721 -2.43981
C -1.65497 2.51308 -2.31384
C -2.33203 3.12178 -3.35841
C -1.65781 3.49316 -4.51339
C -0.28740 3.27164 -4.61268
C 0.39032 2.64245 -3.58543
C 0.53759 -0.23089 -2.07928
C 1.71862 -0.79892 -2.54385
C 1.67867 -1.97751 -3.26867
C 0.46140 -2.58159 -3.55517
C -0.71929 -1.99336 -3.11032
C -0.68693 -0.82142 -2.38146
H -1.24878 0.86810 -0.22856
H -2.19623 2.28636 -1.39610
H -3.39160 3.31638 -3.25607
H -2.18971 3.96485 -5.32981
H 0.24777 3.59059 -5.49864
H 1.45308 2.44005 -3.65816
H 2.66163 -0.31917 -2.31425
H 2.59916 -2.43663 -3.60704
H 0.42851 -3.50342 -4.12099
H -1.67128 -2.45850 -3.33575
H -1.60854 -0.35996 -2.04317
C 0.57036 -2.66080 0.76668
C 1.59151 -3.80191 0.51321
N 1.73559 -4.62844 1.71708
C 2.24422 -3.79919 2.81892
C 1.33062 -2.56102 3.01746
N 0.15557 -2.68411 2.16084
C -0.51481 -3.93929 2.45576
C 0.41672 -5.13149 2.10236
H -0.32177 -2.77287 0.14094
H 1.00229 -1.68106 0.55911
H 2.57865 -3.40443 0.26146
H 1.26254 -4.44870 -0.30670
H 3.26911 -3.50247 2.57860
H 2.26911 -4.42843 3.71339
H 1.84603 -1.64295 2.73880
H 0.99324 -2.44851 4.04844
H -1.43234 -3.99384 1.86248
H -0.78577 -3.93027 3.51381
H 0.54858 -5.80763 2.95223
H 0.02161 -5.71238 1.26263
C -4.18252 -2.80287 -0.52507
N -3.35232 -2.22734 0.50246
C -3.02052 -0.92434 0.63410
N -3.50288 -0.02578 -0.24095
S -1.95534 -0.54420 1.89149
H -3.80976 -3.79846 -0.77089
H -4.13127 -2.18598 -1.42200
H -5.22875 -2.89429 -0.21393
H -3.05171 -2.79862 1.27478
H -4.40068 -0.22271 -0.66416
H -3.46241 0.97528 0.10767
N -0.26440 4.23564 0.47964
N -0.45989 3.79028 1.82927
H -0.39628 5.24330 0.43472
H -1.04031 3.83215 -0.04329
H -1.35535 4.15106 2.18966
H 0.23686 4.22456 2.42896
Cl 3.46011 -0.40963 0.74236
C 3.43794 1.30213 0.38317
C 4.20541 1.71745 -0.69005
C 4.22838 3.05359 -1.05349
C 3.48786 3.95623 -0.29416
C 2.76449 3.53280 0.79845
C 2.66532 2.17518 1.18284
C 1.85223 1.74288 2.29840
H 4.79488 0.99033 -1.23631
H 4.82976 3.38216 -1.89197
H 3.48258 5.00680 -0.56084
H 2.23729 4.26392 1.39268
H 1.80926 2.48178 3.10293
H 2.15825 0.77888 2.69219
```

Its frontier orbital gap (alpha / beta) is 3.66 / 3.67 eV. For the HOMO energy (alpha / beta), the calculation gives -0.0049 / -0.0051 Eh. The calculation puts the electronic energy at -364294.3961 eV. As for the strongest force on any atom: 2.30 eV Å⁻¹. The total charge is -2. The energy above the lowest of the compared OMol25 structures with the same formula, charge and spin is 53.82 kcal per mole.


A molecular structure, C24H42Cl24 at a distorted geometry. Source: OMol25; level of theory: wB97M-V/def2-TZVPD.

```
90
Properties=species:S:1:pos:R:3
C 18.32413 8.87935 12.81754
Cl 17.81568 8.26061 14.43620
Cl 19.98877 9.51785 12.82736
Cl 18.26415 7.60590 11.60549
Cl 17.39569 10.28593 12.39755
C 6.30792 5.91570 16.28473
Cl 5.60321 4.41958 16.95056
Cl 5.00433 6.88346 15.59210
Cl 7.05992 6.90021 17.58030
Cl 7.53986 5.45033 15.12444
C 13.11196 15.34719 17.64421
Cl 11.90367 16.55097 17.10464
Cl 13.09196 13.98576 16.56449
Cl 14.74722 16.12075 17.53368
Cl 12.99963 14.84202 19.30068
C 10.04746 9.79132 7.35707
Cl 8.46423 9.03119 7.82508
Cl 10.08955 9.90274 5.57209
Cl 10.07910 11.43343 7.99231
Cl 11.32199 8.85410 8.05514
C 15.10424 7.02171 8.55866
Cl 16.32561 5.72367 8.90166
Cl 13.63759 6.30148 9.18624
Cl 15.58928 8.47498 9.46897
Cl 15.01420 7.41460 6.82912
C 8.39505 13.23993 15.45745
Cl 8.20261 14.93542 15.46446
Cl 7.86686 12.53696 13.96350
Cl 10.17469 12.81521 15.74000
Cl 7.41599 12.51666 16.76546
C 12.97849 11.00196 13.44663
C 12.51300 10.05848 12.34418
C 11.02749 9.77827 12.15885
C 10.46316 9.29713 13.48232
C 8.99807 8.97071 13.43852
C 8.77221 7.61888 12.69010
H 12.51023 10.79911 14.40871
H 12.79324 12.06474 13.27038
H 14.03902 10.91167 13.58518
H 12.98503 10.39880 11.37100
H 13.04601 9.08177 12.63366
H 10.81582 9.14209 11.25662
H 10.53675 10.77401 11.98526
H 10.98751 8.35845 13.77982
H 10.58369 10.06654 14.27760
H 8.59634 8.92832 14.44576
H 8.48403 9.66720 12.88027
H 9.04748 7.69790 11.68431
H 9.45456 6.90237 13.25123
H 7.75274 7.30137 12.89721
C 15.07350 10.67554 18.04940
C 15.71436 11.32843 16.85696
C 16.83706 12.25386 17.17953
C 17.43020 12.85874 15.91803
C 18.73839 13.54664 16.24082
C 19.85767 12.75234 16.93975
H 14.43226 11.33194 18.63822
H 15.74588 10.21448 18.76960
H 14.37977 9.91571 17.69806
H 16.06214 10.59155 16.11471
H 14.90228 11.86678 16.36126
H 17.57388 11.62215 17.68828
H 16.52406 13.06384 17.82526
H 17.66962 12.07470 15.19038
H 16.75669 13.65913 15.47807
H 19.06230 14.04342 15.30446
H 18.43891 14.31354 16.95115
H 19.50707 12.34291 17.89664
H 20.29504 11.91477 16.42307
H 20.62123 13.46147 17.21541
C 8.99006 13.65030 20.78920
C 9.54626 12.82226 19.58937
C 10.77340 11.98730 20.05126
C 11.39742 10.94454 19.14946
C 10.37784 9.88536 18.77048
C 10.89162 8.83615 17.80792
H 8.53508 13.05643 21.55740
H 8.22155 14.39002 20.45472
H 9.84088 14.23272 21.25286
H 8.82086 12.08403 19.13928
H 9.88845 13.50068 18.75995
H 10.50561 11.48067 20.93246
H 11.58932 12.65525 20.39923
H 11.78239 11.40372 18.21573
H 12.23594 10.47180 19.67335
H 9.94332 9.38625 19.65115
H 9.49171 10.38099 18.33130
H 10.05113 8.34979 17.45578
H 11.47216 9.35418 17.00476
H 11.53399 8.06796 18.29451
```

Its frontier orbital gap is 10.67 eV. For the HOMO energy, the calculation gives -0.3908 Eh. The calculation puts the electronic energy at -326104.6661 eV. As for the strongest force on any atom: 3.85 eV Å⁻¹. The total charge is 0.


A molecular structure, C10H36FeN16O10 at a distorted geometry. Source: OMol25; level of theory: wB97M-V/def2-TZVPD.

```
73
Properties=species:S:1:pos:R:3
Fe -1.98600 -1.77686 -0.54415
O -0.58889 -0.00295 -0.81872
C 0.44509 -0.04589 0.18078
C 0.06917 -0.95649 1.46114
O -0.96065 -1.95739 1.36542
H 0.65878 0.99095 0.44043
H 1.35612 -0.51909 -0.18557
H -0.27524 -0.39783 2.33142
H 0.97904 -1.51387 1.68375
C 4.10339 0.27945 -3.76587
O 4.80857 -0.72296 -3.86936
N 3.29045 0.32643 -2.73861
N 3.97195 1.20769 -4.64753
H 3.28028 -0.48687 -2.13984
H 2.52888 0.98668 -2.80310
H 3.12887 1.76023 -4.58419
H 4.59028 1.11551 -5.44080
C -3.37209 -1.52607 -3.50163
O -2.61328 -1.04837 -2.64169
N -3.18937 -1.38499 -4.82832
N -4.39608 -2.24072 -3.27315
H -2.40857 -0.93388 -5.28323
H -3.82022 -1.80729 -5.49448
H -4.66402 -2.17449 -2.30160
H -4.76612 -2.78698 -4.03785
C -3.06548 2.57950 -2.10561
O -3.77613 3.58519 -2.21422
N -3.21243 1.53500 -2.90952
N -2.21069 2.35937 -1.16478
H -3.94690 1.44122 -3.59644
H -2.55394 0.80812 -2.66839
H -1.83107 1.42593 -1.09637
H -2.26971 2.94098 -0.34117
C -1.91301 3.29001 3.07593
O -1.78931 3.14532 1.89066
N -1.96177 2.31816 3.89557
N -2.02713 4.45247 3.75037
H -2.04938 1.37403 3.54767
H -2.27822 2.45782 4.84449
H -2.01637 4.30278 4.74916
H -2.03243 5.37301 3.33481
C 0.82532 2.01105 -3.80628
O 1.46131 2.32025 -4.86841
N -0.14897 1.14451 -3.68048
N 0.94539 2.47694 -2.58399
H -0.30210 0.53944 -4.47454
H -0.19007 0.75663 -2.74884
H 0.18417 2.20585 -1.97805
H 1.24869 3.44006 -2.56162
C 2.29506 2.82699 2.86098
O 3.11961 3.43263 3.43332
N 1.70343 3.33294 1.83369
N 1.89678 1.63218 3.19570
H 0.95253 2.77177 1.45774
H 2.11880 4.04780 1.25356
H 2.32026 1.12319 3.95838
H 0.93615 1.41696 2.96994
C 0.85490 -2.89729 4.85977
O 0.27419 -3.68195 4.10514
N 1.29888 -1.73102 4.50621
N 1.32487 -3.18805 6.06012
H 1.60308 -1.06152 5.19854
H 1.28079 -1.37461 3.56136
H 1.06822 -4.06310 6.49431
H 1.82623 -2.49224 6.59357
C 0.69767 -5.32355 0.82671
O -0.46209 -5.31098 1.27661
N 1.47412 -4.28823 0.69265
N 1.36034 -6.36336 0.62908
H 1.17108 -3.36781 0.97740
H 2.44234 -4.49000 0.89743
H 2.36665 -6.44713 0.60858
H 0.81601 -7.17117 0.89599
```

Its frontier orbital gap (alpha / beta) is 5.02 / 3.38 eV. For the HOMO energy (alpha / beta), the calculation gives -0.3872 / -0.3872 Eh. The calculation puts the electronic energy at -89650.2833 eV. The spin multiplicity is 6. As for the strongest force on any atom: 7.95 eV Å⁻¹. The total charge is +1.